Entry 1:
C37H40CdO2P2 | ωB97M-V/def2-TZVPD

## Properties
- Highest occupied orbital energy (spin up / spin down): -5.02 / -5.03 eV
- Orbital gap (spin up / spin down): 4.7 / 4.7 eV

ORCA input file:
```
! wB97M-V def2-TZVPD RIJCOSX def2/J DEFGRID3
* xyz 0 1
C -1.84 0.98 -3.05
C 5.97 -2.90 1.76
O -1.30 -0.14 3.19
C -3.52 -3.86 2.50
C 3.22 1.85 -0.63
H -1.87 2.18 5.38
C -4.15 0.25 0.01
C 3.49 3.14 -1.08
Cd -0.32 2.40 0.36
C -2.23 1.28 4.86
H -6.15 1.10 0.06
C -3.57 -4.46 0.15
H 0.39 -0.41 -5.02
C 3.60 -2.49 1.66
C 1.29 -0.81 -0.11
C -3.26 2.91 -0.01
C 3.84 -1.18 1.22
C -1.16 1.58 -4.23
P 2.40 -0.10 1.09
C -1.79 -0.33 -2.78
H 6.80 -3.55 2.00
H -3.88 -5.15 -0.63
H -2.50 -0.81 -2.09
C -0.05 -1.13 -0.23
C 5.16 -0.76 0.98
H 3.14 1.02 -1.34
H 0.94 0.82 2.83
C 6.23 -1.61 1.26
H 4.46 -4.34 2.36
C -2.82 -2.71 2.18
P -1.59 -0.81 0.69
H -2.63 1.60 -2.60
H -5.34 3.44 0.13
H -2.14 0.42 5.54
C 3.10 3.96 1.17
C -1.53 1.07 3.53
C 1.12 -0.03 -3.02
C 1.05 1.31 -3.00
C -5.07 1.30 0.02
H 1.88 -0.59 -2.47
C -2.76 0.46 0.07
H 3.74 3.32 -2.14
C -1.06 -1.30 -3.68
H 5.35 0.25 0.61
H -3.31 1.40 4.69
H -2.61 -3.10 -1.22
H -3.79 -4.06 3.54
H 1.91 -1.25 -0.89
C 4.66 -3.34 1.96
H 2.57 -2.83 1.78
H 0.97 -1.82 -4.17
H 2.33 -0.07 3.45
C -2.87 -3.29 -0.17
H 1.74 1.90 -2.41
H -1.23 0.89 -5.08
C -2.50 -2.38 0.84
H -1.65 1.95 -1.15
H 0.93 -0.95 2.70
H -2.50 -2.03 2.97
H -1.02 -2.30 -3.21
H -2.90 3.93 0.14
C 3.43 4.19 -0.16
H 3.64 5.20 -0.50
C -3.89 -4.76 1.49
C -4.62 2.63 0.05
C 0.30 2.03 -4.06
H -1.75 2.45 -4.53
H 3.01 4.79 1.87
C 2.87 2.65 1.62
C 1.57 -0.06 2.66
H 2.62 2.46 2.66
C 0.40 -0.88 -4.03
H -4.54 -0.76 -0.02
H 0.80 1.89 -5.05
C -2.30 1.84 -0.20
H -0.27 -1.89 -1.01
O -1.15 2.11 2.87
H 7.26 -1.27 1.11
H -1.59 -1.46 -4.63
H -4.43 -5.67 1.74
H 0.36 3.10 -3.88
C 2.91 1.58 0.72
*
```

---

Entry 2:
C37H40Cl2F2HgN8O4PTi | ωB97M-V/def2-TZVPD

## Properties
- Highest occupied orbital energy (spin up / spin down): -10.82 / -13.61 eV
- Orbital gap (spin up / spin down): 5.2 / 8.0 eV

ORCA input file:
```
! wB97M-V def2-TZVPD RIJCOSX def2/J DEFGRID3
* xyz 2 4
N 4.66 4.51 -0.13
C 1.11 -0.97 -3.18
H 2.89 4.47 -1.45
C -4.54 -0.24 -2.02
C 2.91 -2.70 1.38
C 5.73 2.63 0.91
P 0.28 0.77 1.14
H -5.15 3.34 -1.53
H 0.76 3.53 -0.53
H 1.43 3.57 -5.36
C 1.28 3.66 -4.30
H -0.52 -3.99 -2.64
C 4.20 1.09 -1.93
H -5.57 -3.32 -1.17
H -6.14 -1.48 -2.75
H -2.87 1.84 1.54
F 1.58 1.26 0.40
H -2.59 -0.65 -3.85
O 0.52 0.93 2.59
C -0.65 -3.23 -0.62
N -0.06 -0.87 5.44
H 1.12 -1.56 3.89
Ti 0.50 1.51 4.73
C -3.84 2.14 1.18
C -0.96 -1.20 6.39
C 0.19 -3.19 4.90
H 2.42 -1.78 1.09
O 1.69 -4.20 2.64
H 8.02 4.69 -0.52
H -1.34 -5.26 1.99
H -6.82 3.12 2.42
C 0.50 -1.86 4.73
C 0.33 0.02 -2.63
F 0.34 -0.78 0.84
H -0.49 -2.20 -0.92
H -1.18 -6.89 0.12
H 2.17 -0.97 -2.97
N -3.95 2.49 -0.12
H 7.86 2.55 0.72
H -0.68 2.91 -4.36
C 5.88 4.97 -0.45
C -0.97 -5.83 -0.04
H 2.79 -3.36 0.53
C -6.05 2.89 1.70
C 0.52 -1.91 -4.00
C -5.32 -1.39 -2.05
C -1.36 -2.53 6.61
H -4.74 2.05 3.12
C -0.84 -3.60 0.71
H -1.07 -4.53 6.06
H -4.80 0.56 -2.71
C -6.22 3.21 0.35
C -3.79 -2.32 -0.45
C -3.08 -1.16 -0.51
H -1.32 -2.56 -4.85
C -4.94 -2.44 -1.23
C -0.59 -4.22 -1.58
C 7.08 4.32 -0.15
C -0.83 -1.78 -4.27
H -1.44 -0.40 6.93
C 6.96 3.12 0.51
C 0.93 3.58 -1.60
C -4.85 2.33 2.08
Cl 4.06 0.68 -3.65
N -0.99 0.18 -2.83
Cl 4.66 -0.35 -0.95
N -3.44 -0.09 -1.27
Hg -2.04 1.90 -1.46
H -2.06 -2.75 7.41
H 4.87 1.92 -1.76
C -0.76 -3.52 5.85
H 5.90 5.89 -1.03
C -5.12 3.04 -0.49
N 2.29 -3.15 2.64
H 3.22 1.32 -1.52
H 3.60 2.97 0.71
H -7.19 3.55 0.02
H 3.28 4.26 -3.92
C 2.33 4.03 -3.46
H 0.78 0.73 -1.94
O -0.93 1.27 0.41
H 0.64 -3.94 4.27
H 1.05 -2.79 -4.33
N -0.06 3.10 -2.38
N -0.70 -5.53 -1.32
O 2.31 -2.39 3.59
H -0.77 -2.82 1.47
C -1.08 -4.94 0.99
C 2.10 4.10 -2.10
H -2.13 -1.10 0.00
H 5.53 1.66 1.33
C 4.60 3.35 0.54
H 3.98 -2.58 1.53
H -3.57 -3.14 0.22
C -1.53 -0.77 -3.64
C 0.12 3.22 -3.70
*
```

---

Entry 3:
C37H40Cl2FN6O4S2Ti | ωB97M-V/def2-TZVPD

## Properties
- Highest occupied orbital energy: -10.59 eV
- Orbital gap: 6.8 eV

ORCA input file:
```
! wB97M-V def2-TZVPD RIJCOSX def2/J DEFGRID3
* xyz 1 1
C 1.05 2.70 -1.41
H 1.28 3.71 -3.33
H 0.43 -4.94 -2.21
N -1.20 1.01 -0.90
H -2.24 -2.26 3.92
H 1.55 0.16 -0.76
Cl 2.27 -3.17 -3.55
C -0.09 -5.26 -1.26
S -3.66 -0.91 -1.30
H 0.82 -1.27 3.90
H 3.20 -3.74 2.70
C -0.05 4.13 1.87
H -1.76 3.36 3.04
H -3.09 0.94 0.78
C -1.54 2.29 1.25
H 1.13 4.73 -1.91
H -3.21 2.66 -0.57
H 2.89 0.06 3.31
H 8.43 -0.14 1.40
N -5.28 -2.52 0.07
C 1.08 -0.91 -3.09
C 2.16 -0.19 2.54
H 3.27 0.66 0.86
H -0.30 3.99 -2.60
C -1.17 3.33 2.11
O 0.19 -1.19 -2.18
H -1.85 0.27 3.12
H 4.05 -1.45 -0.90
C 5.10 -2.80 2.63
C -1.23 -1.77 2.09
H -5.67 -3.19 0.79
H 2.53 -3.06 0.41
C 1.01 -0.91 2.87
H -0.54 -2.76 3.89
N -2.00 -1.67 1.06
C 4.32 -1.94 -0.01
C 5.89 -1.94 1.86
H 1.70 -1.42 -5.12
H -3.69 0.28 3.12
C 7.50 -0.60 1.34
C 5.48 -1.50 0.56
H 3.00 2.11 -0.39
H -2.04 2.19 -5.35
N -3.21 -2.29 1.01
H -4.77 3.48 -2.21
O -1.68 -2.95 -1.57
Ti -1.16 -0.97 -0.97
Cl -0.37 -2.47 -4.73
H -4.39 2.75 2.74
O 1.90 -0.08 -3.02
H -2.69 1.62 3.87
F -0.50 0.85 -3.76
C 2.58 2.77 -1.19
H -5.80 -2.33 -0.72
H 0.43 -5.98 -0.62
O -0.04 -4.09 -0.42
C -2.35 2.19 -4.27
C -3.89 2.87 -2.57
H -4.94 2.00 1.13
N 7.03 -1.29 2.27
C 0.04 -1.10 1.86
C 1.46 -0.13 0.29
H -1.11 -5.68 -1.53
H -4.15 3.18 -4.72
H 2.88 3.78 -1.01
C 0.69 3.88 0.76
C 3.51 -2.78 0.77
H 0.79 1.70 -1.77
C -1.45 -2.64 3.30
H 3.08 2.47 -2.11
C -2.75 0.86 2.98
C 0.75 3.81 -2.39
C -3.54 2.73 -3.95
H 1.60 4.53 0.53
C -3.05 2.36 -1.61
C 2.41 0.14 1.26
C 1.21 -1.88 -4.23
C -4.13 2.51 1.67
C -2.83 1.59 1.63
H -3.49 -2.86 1.78
C -0.70 -2.98 -0.79
H 0.22 4.90 2.57
C -1.92 1.58 -1.99
C 0.33 2.85 -0.13
C -1.62 1.49 -3.32
H 5.46 -2.94 3.61
C -4.03 -1.99 0.00
H -3.87 3.53 1.27
H -1.74 -3.64 3.11
S 6.75 -0.60 -0.21
C 3.89 -3.21 2.09
C -0.84 2.09 0.05
N 0.27 -0.72 0.57
*
```